No. 1
Here is an isolated ion of composition C29H34N3O4 and charge +1 from OMol25. Energies are from ωB97M-V/def2-TZVPD.

Structure (XYZ):
```
70
Properties=species:S:1:pos:R:3
C 4.24 4.30 0.07
C 4.90 3.02 0.49
C 5.64 2.96 1.66
C 6.26 1.78 2.03
C 6.18 0.64 1.24
C 5.43 0.71 0.06
C 4.79 1.89 -0.30
H 4.22 1.95 -1.22
O 5.40 -0.46 -0.67
C 4.64 -0.54 -1.84
C 3.13 -0.74 -1.57
C 2.94 -1.99 -0.68
N 1.60 -2.23 -0.20
C 0.64 -2.65 -1.20
C -0.56 -3.27 -0.47
N -1.17 -2.26 0.41
C -0.16 -1.77 1.38
C 1.03 -1.19 0.62
H 1.78 -0.85 1.34
H 0.69 -0.32 0.03
H -0.61 -1.01 2.01
H 0.16 -2.61 2.00
C -2.42 -2.73 1.04
C -3.62 -2.56 0.11
N -4.21 -1.23 0.12
C -3.55 -0.19 -0.49
O -2.38 -0.35 -0.87
C -4.26 1.06 -0.66
C -3.66 2.11 -1.34
C -4.35 3.32 -1.50
C -5.61 3.48 -0.99
C -6.24 2.44 -0.28
C -7.54 2.56 0.27
C -8.12 1.52 0.95
C -7.44 0.31 1.11
C -6.17 0.15 0.58
C -5.55 1.21 -0.12
C -5.49 -1.13 0.72
O -5.94 -2.09 1.30
H -7.89 -0.51 1.64
H -9.11 1.63 1.37
H -8.06 3.50 0.15
H -6.14 4.41 -1.12
H -3.87 4.12 -2.04
H -2.67 1.98 -1.74
H -3.34 -2.80 -0.92
H -4.42 -3.24 0.43
H -2.31 -3.78 1.32
H -2.60 -2.16 1.96
H -1.49 -1.43 -0.21
H -1.29 -3.62 -1.19
H -0.21 -4.10 0.14
H 1.09 -3.41 -1.84
H 0.30 -1.81 -1.83
H 3.60 -1.89 0.19
H 3.25 -2.88 -1.24
O 2.40 -0.81 -2.77
H 2.83 -1.43 -3.36
H 2.75 0.14 -1.04
H 5.02 -1.42 -2.37
H 4.78 0.33 -2.49
C 6.86 -0.63 1.62
H 7.41 -0.52 2.54
H 6.13 -1.44 1.73
H 7.55 -0.93 0.83
H 6.84 1.74 2.94
H 5.72 3.83 2.29
H 3.89 4.86 0.93
H 4.96 4.93 -0.46
H 3.40 4.12 -0.59
```

Calculated values
HOMO energy (hartree): -0.3712
Charge: +1
Structure (SMILES): Cc1ccc(C)c(OC[C@@H](O)CN2CC[NH+](CCN3C(=O)c4cccc5cccc(c45)C3=O)CC2)c1
HOMO-LUMO gap (eV): 6.43

=====

No. 2
Here is C18H16Cl5N5ORuS as an isolated structure from OMol25. Energies are from ωB97M-V/def2-TZVPD.

Structure (XYZ):
```
47
Properties=species:S:1:pos:R:3
Ru -0.24 1.05 0.25
Cl 4.91 5.24 2.71
C 4.06 4.06 1.97
C 2.62 3.91 2.33
Cl 1.95 4.95 3.46
C 1.91 2.93 1.73
Cl 0.24 2.63 2.08
C 2.53 2.02 0.77
O 1.88 1.13 0.23
C 3.97 2.21 0.42
Cl 4.61 1.18 -0.71
C 4.71 3.21 1.01
Cl 6.33 3.46 0.63
N -1.74 -0.69 -3.12
C -0.51 -1.32 -3.29
C -0.03 -2.17 -4.28
C 1.25 -2.63 -4.12
C 2.04 -2.26 -3.02
C 1.57 -1.41 -2.04
C 0.27 -0.94 -2.19
N -0.50 -0.08 -1.40
C -1.69 0.02 -1.99
C -2.69 0.84 -1.33
C -3.95 1.23 -1.68
S -4.60 2.25 -0.48
C -3.19 2.10 0.43
N -2.26 1.34 -0.11
H -2.52 -0.76 -3.76
H -0.63 -2.45 -5.14
H 1.67 -3.30 -4.86
H 3.05 -2.66 -2.94
H 2.20 -1.11 -1.21
H -4.50 1.00 -2.58
H -3.07 2.60 1.38
N -2.59 -3.20 3.16
C -1.31 -2.59 2.63
C -1.56 -1.27 1.88
N -0.28 -0.71 1.39
H -2.38 -4.07 3.67
H -3.24 -3.45 2.41
H -3.08 -2.58 3.81
H -0.86 -3.34 1.97
H -0.66 -2.45 3.49
H -2.02 -0.53 2.54
H -2.21 -1.42 1.02
H 0.16 -1.37 0.75
H 0.38 -0.58 2.16
```

Calculated values
HOMO energy (spin up / spin down) (hartree): -0.6825 / -0.6825
Charge: +4
HOMO-LUMO gap (spin up / spin down) (eV): 3.61 / 3.61

=====

No. 3
Here is a single C5H7N molecule from OMol25. Energies are from ωB97M-V/def2-TZVPD.

Structure (XYZ):
```
13
Properties=species:S:1:pos:R:3
C -1.36 0.74 -1.15
C -0.36 0.27 -0.13
C 0.89 0.78 0.13
N 1.63 -0.19 0.78
C 0.84 -1.28 0.99
C -0.44 -0.95 0.58
H -2.15 1.35 -0.72
H -0.86 1.31 -1.95
H -1.83 -0.12 -1.65
H 1.10 1.84 0.24
H 2.63 -0.15 0.91
H 1.27 -2.28 1.00
H -1.37 -1.32 0.98
```

Calculated values
HOMO energy (hartree): -0.2896
Energy relative to the best compared isomer or geometry (same formula, charge and spin) (eV): 1.238
Charge: 0
Structure (SMILES): Cc1cc[nH]c1
HOMO-LUMO gap (eV): 9.00

=====

In the order shown, the computed total energy values come out to -43281.171, -104412.594, -6787.274 eV.
In the order shown, the computed max |F| values come out to 0.84, 0.37, 1.26 eV/A.